Record 1
Below is a 11-piece molecular cluster, C23H40Cl10F2O18 overall in a non-equilibrium geometry, with properties calculated with ωB97M-V/def2-TZVPD.

Output
- 2S+1: 1
- Kohn-Sham gap: 10.4 eV
- Lowest unoccupied orbital energy: 0.02 eV
- M: 997.08 g mol⁻¹
- SMILES string: O=C1OC[C@@H](F)O1.O=C1OC[C@@H](F)O1.COC(=O)OC.COC(=O)OC.COC(=O)OC.COC(=O)OC.ClCCl.ClCCl.ClCCl.ClCCl.ClCCl
- Calculated total energy: -7056.409581 Ha
- E_HOMO: -0.3831 hartree

The geometry in XYZ format:
```
93
Properties=species:S:1:pos:R:3:forces:R:3:mulliken_charge:R:1
C 1.090 3.398 -1.710 0.3 -0.6 1.3 -0.3024
O 1.015 3.511 -3.116 -0.4 -0.2 -0.4 -0.3723
C 1.354 2.442 -3.831 -0.7 0.6 -0.3 0.5872
O 1.919 1.457 -3.450 0.2 -0.4 0.4 -0.2903
O 0.906 2.653 -5.070 0.3 0.1 0.1 -0.4257
C 0.843 1.549 -5.956 -0.3 -1.0 -0.4 -0.5618
H 0.736 2.446 -1.298 0.1 -0.2 -0.6 -0.0411
H 0.412 4.113 -1.247 0.3 0.5 -0.4 0.2422
H 2.126 3.503 -1.380 -0.2 0.3 0.1 0.3608
H 1.416 1.722 -6.864 -0.1 0.4 0.0 0.3206
H -0.217 1.398 -6.170 0.1 0.1 -0.3 0.2926
H 1.213 0.598 -5.565 0.1 0.3 0.5 0.1816
C -3.021 -2.327 -6.670 -0.4 0.5 -0.6 -0.7106
O -2.459 -2.061 -5.397 -0.2 -1.0 0.2 -0.2836
C -2.487 -0.812 -4.965 0.3 -0.3 0.1 0.7158
O -2.907 0.132 -5.559 -0.2 0.8 -0.3 -0.5690
O -1.931 -0.829 -3.761 0.4 -0.3 0.8 -0.1741
C -1.563 0.399 -3.140 0.0 0.6 -0.5 -0.2985
H -3.998 -1.856 -6.803 0.1 0.2 0.2 0.3039
H -3.190 -3.394 -6.784 0.4 -0.1 0.3 0.2389
H -2.341 -1.938 -7.429 -0.1 -0.2 -0.1 0.2918
H -2.351 0.779 -2.492 -0.1 -0.2 0.0 0.3392
H -1.364 1.139 -3.916 0.0 0.1 0.1 0.3312
H -0.653 0.231 -2.571 0.0 -0.1 0.0 -0.3675
C -0.210 1.024 5.557 -0.5 0.0 0.2 -0.2723
O -0.557 2.374 5.874 0.2 -0.2 0.8 -0.4026
C -0.848 3.182 4.871 0.5 -0.2 0.0 0.6840
O -0.808 2.896 3.705 -0.3 -0.3 -0.7 -0.4387
O -1.134 4.359 5.378 -0.3 0.5 0.5 -0.3957
C -1.554 5.370 4.487 -0.3 1.4 -0.2 -0.5559
H 0.647 1.003 4.892 -0.1 -0.2 -0.2 0.0993
H -1.114 0.536 5.187 0.3 -0.1 -0.5 0.1783
H 0.020 0.519 6.492 0.2 0.3 0.1 0.2874
H -0.728 5.871 3.982 0.2 -0.6 -0.3 0.2970
H -1.998 6.176 5.074 -0.1 -0.3 0.4 0.2833
H -2.320 5.057 3.782 0.2 -0.4 -0.1 0.1893
C 0.192 -3.415 4.542 -0.4 -1.5 0.0 -0.3207
O 1.124 -2.396 4.265 -0.2 1.0 0.7 -0.3359
C 1.653 -2.254 3.060 -0.9 -1.1 -0.8 0.7053
O 2.423 -1.408 2.756 0.8 1.0 0.1 -0.5546
O 1.173 -3.182 2.215 -0.5 -0.2 -0.1 -0.3041
C 1.840 -3.293 0.957 1.3 -0.7 -0.1 -0.4301
H 0.699 -4.380 4.469 0.0 0.0 0.2 0.2844
H -0.678 -3.495 3.886 0.3 0.6 -0.3 -0.0175
H -0.206 -3.296 5.546 0.4 0.3 0.1 0.2847
H 1.367 -4.058 0.347 -0.6 0.2 0.1 0.3147
H 2.829 -3.712 1.178 0.1 0.3 -0.2 0.4102
H 1.962 -2.369 0.400 -0.3 0.1 0.2 -0.0586
C 4.781 0.380 -3.342 0.2 -0.3 0.2 -0.0945
C 4.191 0.081 -1.971 -1.0 0.3 0.1 1.3924
O 4.967 0.843 -1.073 -0.3 -1.2 0.0 -0.2613
C 5.984 1.428 -1.721 0.7 1.4 0.1 0.5315
O 6.801 2.119 -1.189 -0.2 -0.6 -0.3 -0.5484
O 5.879 1.244 -3.050 0.1 -0.1 -0.1 -0.3653
F 4.246 -1.273 -1.727 0.6 0.3 0.4 -0.3125
H 4.075 0.848 -4.020 0.1 0.1 0.1 0.1044
H 5.165 -0.551 -3.761 0.0 0.1 -0.1 0.2824
H 3.155 0.373 -1.807 0.0 -0.1 -0.2 -0.5949
C -1.499 0.336 1.726 0.0 0.3 -1.8 -0.1041
C -1.923 -0.995 1.124 0.0 0.1 1.9 1.1746
O -0.778 -1.376 0.409 -0.7 -1.0 -0.6 0.1339
C -0.133 -0.275 0.013 0.5 1.5 0.4 -0.5584
O 0.808 -0.212 -0.716 -0.2 -0.5 -0.2 -0.0755
O -0.663 0.802 0.625 0.4 0.0 0.6 0.2768
F -3.028 -0.845 0.340 0.4 -0.2 -0.3 -0.3989
H -0.893 0.253 2.624 -0.1 0.0 0.1 -0.2929
H -2.322 1.041 1.788 0.0 -0.1 0.4 0.5891
H -2.128 -1.731 1.900 0.0 -0.2 -0.5 -0.5995
C 0.908 -2.462 -3.357 -0.1 0.1 0.2 0.7209
Cl 2.157 -3.359 -2.447 -0.5 0.1 -0.4 -0.1815
Cl 1.117 -2.586 -5.111 0.1 0.0 0.0 -0.1878
H -0.083 -2.837 -3.125 0.1 -0.2 0.1 0.3071
H 0.971 -1.417 -3.074 0.2 0.0 0.0 -0.6997
C -1.282 -5.423 1.513 -0.1 0.1 -0.6 0.1350
Cl -2.507 -4.267 2.067 0.0 -0.1 0.3 -0.1361
Cl -1.450 -5.603 -0.256 0.2 -0.2 0.4 -0.1564
H -0.288 -5.039 1.705 -0.1 0.2 0.1 -0.2386
H -1.438 -6.367 2.020 -0.1 -0.1 -0.2 0.3961
C 2.572 1.892 1.866 0.0 0.1 0.5 0.9392
Cl 4.297 2.245 1.856 0.0 0.0 -0.1 -0.1473
Cl 1.598 3.351 1.550 0.1 -0.1 -0.2 -0.1443
H 2.358 1.108 1.149 -0.1 0.2 -0.2 -0.6005
H 2.309 1.582 2.870 0.0 -0.2 0.0 -0.0680
C -2.342 3.906 0.919 -0.1 -0.1 0.3 0.0926
Cl -2.488 2.940 -0.566 -0.1 0.3 0.2 -0.0644
Cl -2.005 5.606 0.598 0.1 0.1 -0.1 -0.1709
H -3.283 3.864 1.458 -0.1 -0.1 -0.2 0.4643
H -1.553 3.522 1.560 0.1 -0.1 -0.3 -0.2932
C -5.001 -2.594 4.480 0.2 0.1 0.4 -0.3683
Cl -5.221 -2.488 6.238 0.1 0.0 -0.2 -0.1605
Cl -3.697 -1.510 3.898 -0.4 -0.2 0.3 -0.0204
H -4.717 -3.612 4.246 0.0 0.0 -0.1 0.2124
H -5.936 -2.307 4.018 0.1 0.1 -0.1 0.3512
```
Forces are in eV/Å.


Record 2
Below is a 2-piece molecular cluster, C23H40Cl3FN5O4 overall in a non-equilibrium geometry, with properties calculated with ωB97M-V/def2-TZVPD.

Output
- 2S+1: 1
- Kohn-Sham gap: 9.6 eV
- Lowest unoccupied orbital energy: -2.59 eV
- M: 575.96 g mol⁻¹
- Calculated total energy: -2955.247080 Ha
- E_HOMO: -0.4472 hartree
- Charge: +1

The geometry in XYZ format:
```
76
Properties=species:S:1:pos:R:3:forces:R:3:mulliken_charge:R:1
C 10.162 1.277 -0.035 0.0 -0.4 -0.5 -1.2025
C 9.024 0.631 -0.871 0.4 0.4 0.6 -0.4762
C 7.669 0.557 -0.121 0.7 0.0 -0.8 -0.6942
C 6.483 0.682 -1.107 -0.2 -0.5 1.0 -0.3893
C 5.298 -0.283 -0.791 0.4 0.4 -0.3 -0.8694
C 3.995 0.478 -0.486 0.1 -1.1 -0.1 -0.3742
C 2.739 -0.437 -0.533 0.2 0.5 -0.4 -0.2856
C 1.622 0.077 -1.488 -0.2 -0.6 0.8 -1.1433
C 0.330 0.475 -0.744 0.4 0.2 -0.5 0.1233
C -0.240 -0.723 0.037 1.1 0.7 -0.1 -1.0366
N -1.670 -0.637 0.309 0.5 -1.0 -1.2 0.4705
C -2.784 -1.183 -0.276 1.5 1.4 1.1 0.4801
N -2.798 -1.962 -1.345 -1.2 -0.5 -0.6 0.5245
C -4.103 -2.427 -1.869 0.0 -0.7 0.2 -1.1440
C -4.903 -3.288 -0.855 -0.7 0.7 -0.3 -0.5743
C -6.273 -2.621 -0.617 0.0 -0.8 -0.3 -0.5093
C -7.084 -3.336 0.450 0.2 0.5 -0.4 0.4061
O -6.572 -3.978 1.315 0.0 -0.2 0.4 -0.5484
O -8.440 -3.162 0.352 0.6 0.2 0.0 -0.3560
C -8.929 -2.196 1.280 -0.8 1.0 0.3 -0.2433
C -8.658 -0.738 0.871 -0.2 -0.1 0.4 -0.9470
N -1.629 -2.323 -2.062 0.0 -0.6 0.3 -1.1945
C -1.205 -3.446 -1.701 0.0 1.1 0.4 0.8942
O -0.689 -4.389 -1.307 0.1 -0.5 -0.4 -0.3259
N -3.861 -0.777 0.403 -1.2 -0.2 0.0 -0.1798
C -3.450 -0.014 1.404 1.1 -1.2 -2.1 0.1582
O -4.221 0.560 2.311 0.3 0.0 0.2 -0.4677
N -2.111 0.099 1.340 -1.4 1.0 2.9 0.1078
C -1.384 0.933 2.291 1.1 0.9 -0.7 -1.0177
C -1.287 2.410 1.754 -0.9 0.0 0.5 0.4929
C -2.148 3.381 2.558 0.7 0.4 -0.5 -1.4695
F -1.804 2.420 0.465 0.2 0.0 -0.3 -0.3345
H 9.975 1.240 1.040 0.0 0.0 -0.1 0.3589
H 11.089 0.732 -0.233 0.0 0.2 0.2 0.3227
H 10.329 2.309 -0.346 -0.1 0.0 0.2 0.2868
H 9.358 -0.369 -1.160 -0.3 0.0 -0.1 0.3207
H 8.924 1.212 -1.792 -0.1 -0.1 0.0 0.3578
H 7.665 1.347 0.634 -0.2 0.0 0.0 0.3537
H 7.665 -0.404 0.402 -0.2 0.1 0.1 0.3098
H 6.099 1.704 -1.048 0.2 0.0 -0.3 0.0441
H 6.855 0.495 -2.115 -0.1 0.1 0.0 0.4056
H 5.176 -0.943 -1.657 -0.3 0.0 0.1 0.3605
H 5.585 -0.923 0.049 -0.2 0.0 0.0 0.3688
H 3.904 1.265 -1.236 -0.1 0.2 0.3 0.0449
H 4.088 0.878 0.525 0.0 0.5 -0.2 0.2382
H 3.052 -1.422 -0.888 0.0 0.0 0.3 0.4348
H 2.360 -0.533 0.489 0.0 -0.2 -0.1 0.2086
H 2.002 0.915 -2.072 -0.2 -0.1 -0.1 0.5693
H 1.343 -0.744 -2.159 0.1 0.2 -0.2 0.3545
H 0.566 1.316 -0.085 -0.2 -0.1 0.1 -0.0498
H -0.394 0.834 -1.482 -0.1 -0.1 0.2 0.3493
H 0.027 -1.626 -0.503 -0.5 0.0 0.1 0.4166
H 0.292 -0.786 0.988 -0.3 -0.2 0.1 0.2729
H -3.879 -3.051 -2.733 0.2 0.3 -0.1 0.3741
H -4.693 -1.579 -2.220 0.1 0.1 0.1 0.4725
H -4.369 -3.434 0.084 0.0 0.0 -0.1 0.3194
H -5.114 -4.265 -1.291 0.3 -0.1 0.1 0.6686
H -6.151 -1.572 -0.340 -0.1 -0.1 0.1 0.3678
H -6.837 -2.660 -1.555 -0.1 0.2 0.1 0.3410
H -10.011 -2.325 1.334 0.1 -0.3 -0.2 0.3575
H -8.555 -2.351 2.297 0.2 -0.4 -0.2 0.2766
H -7.708 -0.371 1.268 0.1 0.0 -0.3 0.1623
H -9.435 -0.115 1.326 0.1 0.0 0.0 0.3891
H -8.726 -0.579 -0.206 0.1 -0.1 0.0 0.2768
H -4.315 -0.061 3.048 -0.4 0.1 0.2 0.3745
H -0.373 0.575 2.486 -0.2 -0.4 -0.2 0.3312
H -1.901 0.943 3.247 -0.2 -0.3 -0.2 0.5510
H -0.251 2.742 1.691 0.0 -0.1 0.1 0.4227
H -1.949 3.317 3.628 -0.1 -0.1 0.0 0.3911
H -1.888 4.387 2.219 0.0 0.0 0.2 0.3825
H -3.202 3.250 2.311 0.0 -0.3 0.3 0.3520
C 4.384 4.996 -1.002 0.1 0.0 0.0 -0.0604
Cl 5.788 5.898 -0.442 -0.1 0.0 0.0 -0.1114
Cl 4.764 4.084 -2.464 -0.1 0.0 0.0 -0.1165
Cl 3.787 3.917 0.268 0.0 0.1 0.0 -0.0913
H 3.599 5.702 -1.240 0.0 0.0 0.0 0.3656
```
Forces are in eV/Å.


Record 3
Below is C23H40Cl3N4O3RhSi as an isolated structure in a non-equilibrium geometry, with properties calculated with ωB97M-V/def2-TZVPD.

Output
- 2S+1: 5
- Kohn-Sham gap (spin up / spin down): 7.5 / 6.9 eV
- Lowest unoccupied orbital energy (spin up / spin down): 0.32 / -1.45 eV
- <S²>: 6.01
- M: 657.95 g mol⁻¹
- Calculated total energy: -3125.775458 Ha
- E_HOMO (spin up / spin down): -0.2637 / -0.3072 hartree
- Relative energy (zero: lowest compared OMol25 entry of this formula, charge and spin): 0.0 kJ/mol

The geometry in XYZ format:
```
75
Properties=species:S:1:pos:R:3:forces:R:3:mulliken_charge:R:1
C -5.370 4.339 -3.209 0.0 -0.1 0.3 -1.3539
C -4.926 4.754 -4.569 0.2 0.9 -1.1 0.1931
H -5.605 5.210 -2.593 0.0 -0.1 0.0 0.3900
H -4.598 3.746 -2.710 -0.2 0.0 0.0 0.1087
H -6.283 3.735 -3.291 0.1 0.0 0.1 0.2644
C -5.428 5.834 -5.204 0.5 -1.1 0.3 0.1041
C -6.416 6.778 -4.621 -0.4 0.5 0.0 -1.4942
H -5.148 6.052 -6.234 0.1 -0.2 0.3 0.3517
H -6.164 7.117 -3.608 0.0 -0.2 -0.1 0.3341
H -7.432 6.362 -4.592 0.1 0.0 0.0 0.3033
H -6.443 7.665 -5.260 -0.2 0.0 0.2 0.3823
Rh -0.934 0.659 -1.098 -1.2 1.1 0.7 0.3943
Cl -1.549 -1.508 -1.435 -0.5 -1.5 -0.2 -0.3916
Cl -2.599 1.416 -2.516 -0.6 0.0 -0.8 -0.2022
C 0.472 -0.281 -3.586 0.8 1.4 0.7 0.0339
O 0.653 0.520 -2.615 0.0 -1.8 -2.0 -0.7275
N 1.319 -0.244 -4.619 -0.3 -0.1 0.2 0.3161
C 2.443 0.681 -4.524 0.1 0.3 -0.1 -0.8188
C 1.023 -0.882 -5.903 -0.3 -0.1 0.1 -0.8570
H -0.333 -1.033 -3.587 0.1 0.3 -0.1 0.4901
H 3.023 0.477 -3.609 -0.3 0.1 -0.4 0.2592
H 2.093 1.729 -4.498 0.2 -0.4 0.0 0.1516
H 3.068 0.522 -5.407 0.0 0.1 0.2 0.3707
H 0.509 -1.837 -5.721 0.2 0.3 -0.2 0.3350
H 1.971 -1.053 -6.427 -0.3 -0.1 0.1 0.3346
H 0.376 -0.240 -6.530 0.3 -0.2 0.3 0.2876
H -2.059 3.678 2.565 0.1 0.2 -0.1 0.3147
H -2.548 4.075 -0.469 0.3 0.0 0.0 0.3319
C -1.263 4.382 2.286 0.0 0.1 0.1 -0.9352
C -1.805 4.798 -0.101 -0.2 -0.1 0.1 -1.0167
N -0.903 4.211 0.886 0.7 -0.5 -0.2 0.2422
H -0.389 4.210 2.926 -0.2 0.0 -0.1 0.3293
C -0.004 3.255 0.589 -0.3 -0.7 -1.0 -0.0831
O 0.155 2.677 -0.515 0.1 1.1 2.0 -0.3513
H -1.237 5.239 -0.925 -0.1 -0.2 0.2 0.3311
H 0.626 2.960 1.452 -0.3 0.2 -0.2 0.3543
H -1.613 5.409 2.418 0.1 -0.2 0.2 0.3321
H -2.343 5.598 0.411 0.0 0.0 -0.1 0.3702
O -2.760 3.799 -4.276 1.0 0.6 -0.5 -0.0936
C -3.843 3.869 -5.205 -0.2 -0.1 0.1 0.3713
C -2.838 5.575 -6.771 0.4 -0.2 -0.5 -0.1833
C -3.429 4.317 -6.598 -0.4 0.2 -0.1 0.0784
H -2.724 6.232 -5.901 0.1 -0.4 -0.5 0.7592
C -2.372 5.959 -8.042 -0.3 0.1 0.4 -0.9834
H -4.248 2.846 -5.266 0.0 0.1 -0.1 0.2264
C -3.693 3.512 -7.716 0.3 0.5 0.1 -0.2980
H -1.781 6.877 -8.151 -0.4 -0.3 0.0 0.3999
C -2.670 5.173 -9.155 0.1 -0.2 0.0 -0.4611
C -3.338 3.955 -8.997 -0.1 -0.1 0.3 -0.6098
H -4.171 2.547 -7.540 0.1 0.2 -0.2 0.3588
H -2.378 5.505 -10.157 0.0 -0.2 0.4 0.3690
H -3.571 3.337 -9.867 0.1 0.2 0.2 0.3730
Si -1.089 3.760 -4.565 -0.4 0.5 -0.3 0.3951
Cl -2.344 1.409 0.674 -0.1 -0.1 0.7 -0.4099
C -0.342 5.446 -4.925 0.1 0.4 -0.7 -1.1869
C -0.720 2.539 -5.948 0.0 0.0 -0.2 -0.7024
C -0.197 3.429 -2.999 -0.4 -0.8 -0.4 1.4663
H -0.417 5.785 -5.962 0.0 0.1 0.2 0.3609
H 0.731 5.420 -4.678 -0.3 -0.1 0.0 0.4307
H -0.808 6.203 -4.281 0.1 -0.1 -0.1 0.2483
H -0.734 3.971 -2.215 0.3 -0.5 -0.3 -1.2740
H 0.860 3.716 -3.010 -0.2 0.1 -0.1 0.4918
H -0.263 2.345 -2.852 0.2 0.9 0.3 -0.9800
H -1.198 2.870 -6.884 0.2 -0.2 0.3 0.3012
H -1.125 1.547 -5.689 0.1 0.2 -0.1 0.1115
H 0.366 2.464 -6.134 -0.3 0.0 0.1 0.4165
N 2.457 -1.496 0.293 0.2 -0.6 -0.2 -0.0860
C 2.379 -0.654 1.374 -0.3 0.5 0.4 -0.7383
C 1.256 0.121 1.189 1.0 -1.0 -0.7 -0.5852
N 0.687 -0.249 -0.009 1.1 -1.2 0.5 0.4849
C 1.405 -1.253 -0.518 0.1 0.9 1.1 -0.4485
H 3.154 -2.226 0.122 -0.5 0.6 0.3 0.2447
H 3.097 -0.674 2.176 0.0 0.0 -0.1 0.4002
H 0.844 0.886 1.825 0.0 -0.1 -0.1 0.5322
H 1.222 -1.853 -1.399 -0.2 0.4 0.1 0.4409
```
Forces are in eV/Å.